Molecular formula: C9H32N16O11
Method: DFT, the ωB97M-V functional and the def2-TZVPD basis

XYZ file:
```
68
Properties=species:S:1:pos:R:3
O 0.596 -4.135 -3.125
O -3.623 1.547 4.263
O 3.808 2.919 3.053
O -0.292 0.992 0.945
O -4.287 -2.211 -0.565
O 0.722 -0.902 0.288
O 1.227 -3.765 4.042
O -3.012 1.996 -3.678
O 0.001 5.481 -1.409
O -0.048 0.491 -1.241
O 5.438 -2.147 0.236
N 0.815 -3.671 1.800
N -2.110 2.333 2.759
N -2.572 -1.060 -1.547
N -1.010 0.935 -3.984
N 2.098 1.398 3.015
N -2.414 1.374 -5.766
N 0.492 -1.889 -2.717
N 0.209 -3.371 -0.993
N 0.341 3.258 -1.929
N 3.427 -2.917 -0.548
N -2.036 0.135 3.435
N -3.179 -0.607 0.622
N -0.706 3.839 0.000
N 0.742 -1.768 3.047
N 2.149 3.041 1.467
N 3.504 -1.061 0.778
C 0.943 -3.113 3.038
C -2.660 1.344 3.514
C 0.453 -3.200 -2.338
C -3.411 -1.347 -0.511
C -2.185 1.479 -4.405
C -0.114 4.284 -1.155
C 0.154 0.226 0.006
C 2.773 2.489 2.548
C 4.214 -2.045 0.162
H 0.479 3.470 -2.901
H -1.707 -0.561 -1.382
H 3.835 -3.669 -1.066
H 0.925 -1.670 -3.592
H 0.759 -1.248 3.903
H 1.390 2.557 1.016
H 1.066 -4.636 1.715
H -0.367 0.563 -4.656
H 2.494 -1.069 0.629
H -3.640 -0.725 1.501
H -3.340 1.582 -6.084
H 0.181 2.279 -1.660
H 2.440 0.866 3.792
H -2.591 3.209 2.776
H 0.018 -2.519 -0.481
H -0.777 2.837 0.143
H -2.414 0.052 0.585
H -1.849 0.735 -6.293
H -2.122 -0.573 4.136
H -0.743 0.962 -3.006
H 0.708 -1.242 2.172
H 4.004 -0.310 1.213
H 0.166 -4.314 -0.667
H -1.360 2.078 2.123
H -1.137 4.512 0.600
H 2.265 4.038 1.425
H 1.334 1.061 2.444
H 2.495 -2.636 -0.817
H -1.451 -0.050 2.632
H 0.385 -1.156 -2.020
H 0.750 -3.050 1.010
H -2.646 -1.723 -2.298
```

E_LUMO: 4.23 eV
ΔE to the lowest compared entry with this formula, charge and spin: 58.03 kJ/mol
Total energy: -2066.43920 a.u.
Total charge: -2
F_max: 1.7 eV/A
HOMO: -4.456 eV
Kohn-Sham gap: 0.31922 Ha



Molecular formula: C9H32O7
Method: DFT, the ωB97M-V functional and the def2-TZVPD basis

XYZ file:
```
48
Properties=species:S:1:pos:R:3
O -2.330 -14.548 14.928
O -7.869 -18.497 16.942
O -0.457 -19.077 17.001
O -1.838 -14.866 12.075
O -3.636 -19.021 13.687
O -7.719 -18.634 14.224
O -5.071 -17.920 11.171
C -6.943 -17.533 17.486
C -3.711 -14.320 15.242
C -8.180 -19.872 13.939
C -2.943 -15.065 11.204
C -3.910 -12.842 14.845
C -5.322 -17.887 9.766
C -1.450 -19.973 16.496
C -7.000 -20.860 13.972
C -4.156 -17.822 14.238
H -3.842 -17.714 15.276
H -6.627 -20.928 14.994
H -3.827 -18.968 12.748
H -1.695 -19.748 15.458
H -7.418 -18.262 13.392
H -1.101 -21.006 16.510
H -6.239 -20.427 13.322
H -4.829 -18.729 9.281
H -5.951 -17.521 17.035
H -6.914 -17.717 18.560
H -3.505 -15.993 11.308
H -7.392 -16.545 17.379
H -3.787 -12.770 13.764
H -3.204 -12.224 15.399
H -0.581 -18.198 16.636
H -7.853 -18.492 15.982
H -4.385 -14.929 14.639
H -3.814 -17.013 13.592
H -3.876 -14.573 16.289
H -4.933 -16.988 9.287
H -3.593 -14.208 11.377
H -4.931 -12.498 15.009
H -2.748 -14.926 10.140
H -2.376 -20.069 17.064
H -7.312 -21.844 13.620
H -2.260 -14.829 14.013
H -8.996 -20.149 14.607
H -5.239 -17.723 14.174
H -5.787 -17.460 11.616
H -8.647 -19.875 12.954
H -1.050 -14.956 11.535
H -6.392 -17.877 9.558
```

E_LUMO: -0.15 eV
ΔE to the lowest compared entry with this formula, charge and spin: 412.20 kJ/mol
Total energy: -888.63310 a.u.
F_max: 3.3 eV/A
HOMO: -9.760 eV
Kohn-Sham gap: 0.35327 Ha



Molecular formula: C9H33N16O11
Method: DFT, the ωB97M-V functional and the def2-TZVPD basis

XYZ file:
```
69
Properties=species:S:1:pos:R:3
O -18.092 -6.835 -13.915
O -16.579 -4.905 -10.180
O -14.624 -5.994 -14.147
O -13.125 -10.120 -12.386
O -15.422 -3.996 -13.686
O -12.254 -5.523 -9.594
O -12.169 -7.699 -17.906
O -11.247 -3.415 -16.514
O -15.501 -7.186 -18.024
O -14.245 -4.298 -15.453
O -14.828 -0.690 -9.700
N -14.602 -8.612 -13.111
N -13.794 -5.540 -11.255
N -12.631 -8.345 -13.764
N -16.749 -6.582 -11.531
N -11.800 -6.049 -11.699
N -18.079 -4.690 -14.839
N -10.843 -6.014 -17.305
N -19.936 -5.821 -14.424
N -12.409 -2.039 -15.201
N -16.478 -1.727 -10.865
N -10.354 -1.592 -15.734
N -16.210 -8.006 -16.139
N -14.637 -2.505 -10.946
N -17.699 -7.221 -17.404
N -12.981 -5.724 -17.426
N -18.197 -6.408 -9.994
C -15.295 -1.541 -10.408
C -12.603 -5.674 -10.751
C -18.653 -5.794 -14.330
C -11.365 -2.413 -15.885
C -14.820 -4.800 -14.426
C -11.982 -6.565 -17.573
C -17.152 -5.816 -10.553
C -16.447 -7.368 -17.241
C -13.384 -9.075 -12.922
H -10.858 -6.297 -11.434
H -20.494 -6.584 -14.070
H -17.968 -6.818 -18.290
H -12.044 -6.138 -12.675
H -17.423 -7.098 -12.078
H -9.997 -6.564 -17.357
H -18.388 -7.332 -16.674
H -14.856 -2.800 -11.886
H -13.688 -2.523 -10.601
H -16.750 -2.663 -11.134
H -12.659 -4.786 -17.237
H -9.491 -1.942 -16.127
H -16.960 -7.979 -15.463
H -16.057 -6.043 -12.031
H -15.288 -8.184 -15.766
H -13.928 -6.031 -17.597
H -10.442 -0.597 -15.580
H -14.009 -5.694 -12.229
H -13.238 -2.590 -15.375
H -12.495 -1.124 -14.782
H -10.689 -5.117 -16.867
H -18.608 -7.290 -10.269
H -17.083 -4.653 -14.673
H -17.209 -1.131 -10.503
H -11.677 -8.644 -13.910
H -13.852 -5.132 -15.723
H -15.425 -9.136 -12.851
H -13.109 -7.494 -14.026
H -20.389 -4.951 -14.665
H -14.696 -7.707 -13.549
H -18.640 -3.851 -14.859
H -18.413 -6.113 -9.053
H -14.450 -5.014 -10.695
```

E_LUMO (alpha / beta): 3.78 / 3.74 eV
ΔE to the lowest compared entry with this formula, charge and spin: 0.00 kJ/mol
Spin multiplicity: 2
<S²>: 0.7504
Total energy: -2066.72240 a.u.
Total charge: -2
F_max: 9.1 eV/A
HOMO (alpha / beta): 2.200 / -4.470 eV
Kohn-Sham gap (alpha / beta): 0.05817 / 0.30185 Ha



Molecular formula: C9H34N2O9
Method: DFT, the ωB97M-V functional and the def2-TZVPD basis

XYZ file:
```
54
Properties=species:S:1:pos:R:3
O 0.219 -5.420 -1.799
O 0.130 -0.335 3.533
O -0.907 -1.601 1.194
O 2.450 0.929 0.523
O 0.917 -3.378 -1.776
O 3.521 -1.921 -2.464
O 0.035 -4.189 -3.571
O -3.255 1.165 -2.508
O -0.672 0.414 -2.950
N 0.708 -0.788 -0.880
N 0.404 -4.342 -2.390
C -3.357 0.694 -0.177
C -1.021 0.532 3.616
C -4.162 -0.937 -1.861
C -1.107 1.000 5.084
C 3.226 1.700 -1.601
C -0.816 1.706 2.651
C -4.073 0.539 -1.513
C 4.885 1.144 0.260
C 3.500 1.681 -0.104
H -3.164 -1.374 -1.923
H -0.040 -1.195 -0.285
H 3.451 2.710 0.265
H -2.301 0.423 -0.189
H -1.150 -2.484 1.494
H -0.745 0.153 -3.873
H -3.685 1.136 -3.369
H -0.216 1.586 5.323
H 4.162 -1.903 -1.747
H 4.993 0.153 -0.194
H -1.598 0.451 -2.626
H -0.522 1.422 1.639
H 0.875 0.262 3.657
H -3.898 0.153 0.597
H -4.645 -1.474 -1.041
H 1.389 -0.254 -0.328
H -1.911 -0.033 3.341
H -1.105 0.141 5.753
H 3.882 2.370 -2.161
H -1.747 2.269 2.561
H 2.221 2.076 -1.791
H 5.726 1.683 -0.175
H -0.704 -1.112 2.012
H -5.069 0.983 -1.449
H -1.970 1.631 5.296
H -0.031 2.392 2.982
H 2.508 1.093 1.468
H 5.029 1.051 1.336
H 1.090 -1.594 -1.378
H -4.729 -1.126 -2.773
H -3.297 1.753 0.092
H 0.309 -0.108 -1.546
H 2.851 -2.558 -2.174
H 3.417 0.729 -2.062
```

E_LUMO: -0.18 eV
ΔE to the lowest compared entry with this formula, charge and spin: 46.97 kJ/mol
Total energy: -1149.84661 a.u.
F_max: 2.1 eV/A
HOMO: -7.589 eV
Kohn-Sham gap: 0.27244 Ha



Molecular formula: C9H34O12
Method: DFT, the ωB97M-V functional and the def2-TZVPD basis

XYZ file:
```
55
Properties=species:S:1:pos:R:3
O 0.661 0.361 0.364
O 2.020 -2.668 0.327
O 4.238 1.459 2.875
O -0.706 -4.064 -5.720
O -0.437 -4.455 -3.513
O -1.680 -1.418 2.600
O 2.798 -1.044 2.567
O -0.921 -2.395 -4.245
O -0.333 3.183 -2.837
O -3.554 0.493 0.352
O -1.502 1.339 2.222
O -1.063 4.634 2.029
C -0.689 -3.676 -4.607
C 0.310 2.050 -2.244
C -0.724 -2.242 -2.824
C -4.135 0.773 -0.932
C -0.747 -3.721 -2.356
C -0.349 4.265 0.851
C -1.861 -1.429 -2.270
C 2.505 -2.114 3.463
C 3.894 1.594 1.508
H -0.263 3.190 0.763
H 2.414 -3.530 0.160
H 1.529 -2.554 3.271
H -1.689 -1.159 -1.223
H -1.496 1.940 2.973
H 2.613 -2.249 0.966
H -0.865 4.680 -0.028
H -1.879 -0.438 -2.732
H 2.761 -0.189 3.012
H 0.421 2.163 -1.165
H 0.237 -1.766 -2.627
H 1.290 1.858 -2.684
H 0.239 3.941 -2.685
H 5.026 0.909 2.906
H 3.076 2.296 1.385
H -0.180 0.423 0.840
H -0.022 -3.851 -1.560
H -1.690 0.454 2.575
H -1.735 -3.975 -1.964
H -3.340 0.915 -1.669
H -4.739 1.683 -0.904
H -2.925 1.199 0.545
H 1.180 -0.287 0.856
H 0.637 4.749 0.774
H 3.322 -2.833 3.392
H 4.735 1.922 0.879
H -1.486 5.479 1.864
H -0.370 1.214 -2.381
H -2.796 -1.955 -2.442
H 3.620 0.660 1.000
H 2.541 -1.772 4.502
H -2.093 -1.982 1.938
H -1.064 -1.981 3.076
H -4.735 -0.084 -1.223
```

E_LUMO: 0.01 eV
ΔE to the lowest compared entry with this formula, charge and spin: 0.00 kJ/mol
Total energy: -1266.11625 a.u.
F_max: 1.6 eV/A
HOMO: -10.141 eV
Kohn-Sham gap: 0.37317 Ha



Molecular formula: C9H35AlO9
Method: DFT, the ωB97M-V functional and the def2-TZVPD basis

XYZ file:
```
54
Properties=species:S:1:pos:R:3
Al 2.446 -2.439 0.203
O -2.308 0.634 0.948
O -0.181 2.835 -0.914
O -0.517 3.233 2.301
O -3.382 -3.410 -0.742
O 1.966 -2.331 2.330
O 1.164 -0.635 -0.021
O -2.100 -0.798 -3.716
O 2.739 -1.486 -1.850
O 2.924 -0.149 0.595
C -0.275 1.836 2.173
C -2.188 -2.630 -0.620
C -2.305 0.093 -2.672
C 3.487 1.081 0.269
C 2.476 -0.143 -2.279
C -0.181 -0.584 0.261
C 1.171 -1.356 3.052
C -3.651 0.107 0.678
C 1.068 2.361 -0.537
H 1.138 2.451 0.547
H -0.349 -0.482 1.333
H -3.891 0.344 -0.359
H -0.754 0.220 -0.202
H 3.132 1.734 1.066
H 1.712 0.346 -1.675
H -3.235 -0.216 -2.194
H -0.697 -1.475 -0.097
H 0.468 1.710 1.386
H 4.574 1.169 0.262
H 2.280 -0.259 -3.345
H 1.206 1.300 -0.749
H 3.477 -1.779 -2.390
H 1.980 2.792 -0.951
H 1.604 -0.356 3.080
H 1.969 -0.095 0.515
H -2.428 1.152 -2.901
H 3.227 1.390 -0.744
H 3.346 0.467 -2.035
H -1.334 -3.184 -1.010
H 0.094 -1.257 2.916
H -0.117 3.623 1.519
H -1.512 -0.015 -1.932
H -2.540 -0.527 -4.525
H -3.888 -3.030 -0.021
H 1.180 -1.581 4.118
H -1.967 -2.377 0.417
H 2.167 -3.088 2.884
H -2.234 -1.671 -1.137
H -3.633 -0.971 0.841
H -1.164 1.272 1.888
H 0.183 1.493 3.100
H -1.740 0.390 0.214
H -0.155 3.711 -0.522
H -4.450 0.582 1.247
```

E_LUMO: -12.60 eV
ΔE to the lowest compared entry with this formula, charge and spin: 265.31 kJ/mol
Total energy: -1282.36202 a.u.
Total charge: +2
F_max: 9.4 eV/A
HOMO: -15.126 eV
Kohn-Sham gap: 0.09272 Ha



Molecular formula: C9H36B2HgNO3
Method: DFT, the ωB97M-V functional and the def2-TZVPD basis

XYZ file:
```
52
Properties=species:S:1:pos:R:3
Hg 1.605 -0.262 -1.077
O 0.041 0.980 -2.502
O -0.852 -1.219 2.518
O 1.099 1.502 0.681
N -2.659 -1.939 -1.986
C -2.327 -2.995 2.524
C 0.106 -3.063 3.484
C 2.079 2.247 1.343
C 1.661 3.778 1.462
C -1.230 -2.306 3.338
C -2.093 1.849 -2.590
C -0.057 3.386 -2.552
C -0.634 2.102 -2.040
C 2.512 1.684 2.655
B -0.254 -1.471 -0.377
B 2.665 -1.683 -2.765
H -1.831 -3.474 1.680
H -2.778 -2.927 -2.159
H -2.489 0.918 -2.186
H 3.181 -2.324 -3.464
H 0.902 -2.401 3.824
H -0.436 -0.438 -0.121
H -1.475 -1.927 4.330
H -0.674 4.237 -2.265
H 0.505 -3.605 2.626
H 1.670 1.517 3.326
H -0.805 -1.425 1.582
H -0.153 -1.474 -1.451
H 0.351 1.621 1.271
H -3.598 -1.585 -1.872
H 1.998 -0.937 -3.168
H 2.101 -2.282 -2.068
H 0.956 3.831 2.292
H -1.973 -1.685 -1.290
H 3.401 -1.239 -2.113
H 0.695 -1.767 0.041
H -2.232 -1.747 -2.881
H 0.952 3.515 -2.161
H 1.000 4.200 0.706
H -0.124 0.912 -3.446
H -2.090 1.936 -3.676
H 3.106 2.494 3.077
H -2.870 -3.716 3.135
H -2.690 2.727 -2.342
H -0.648 2.193 -0.954
H 0.149 3.417 -3.622
H -1.098 -2.070 -0.072
H 0.010 -3.924 4.145
H 3.026 0.723 2.620
H -3.186 -2.415 2.186
H 2.971 2.087 0.738
H 2.512 4.441 1.619
```

E_LUMO: -4.35 eV
Total energy: -847.52110 a.u.
Total charge: +1
F_max: 5.3 eV/A
HOMO: -12.067 eV
Kohn-Sham gap: 0.28370 Ha



Molecular formula: C9H36N10O9
Method: DFT, the ωB97M-V functional and the def2-TZVPD basis

XYZ file:
```
64
Properties=species:S:1:pos:R:3
O 0.310 4.268 2.273
O 1.325 0.146 4.256
O 3.128 0.906 -0.298
O -1.062 -3.410 -2.657
O 1.047 -0.690 -0.888
O -3.005 0.272 1.993
O 3.644 -1.411 -3.741
O 2.773 -3.727 1.668
O -3.647 1.726 -0.693
N -0.227 1.223 3.162
N 1.116 -2.955 -2.462
N -0.312 0.881 -0.009
N 2.944 0.622 -3.436
N -4.916 1.195 2.684
N -1.131 -1.094 -0.505
N 0.399 -3.735 -4.339
N -0.378 -0.862 3.209
N -4.246 -0.747 3.432
N 4.755 0.477 -4.223
C 0.280 0.178 3.609
C -1.003 4.505 1.777
C -4.566 2.684 -1.093
C 3.779 -0.191 -3.808
C 1.824 -3.337 0.696
C 0.076 -3.431 -3.145
C -4.053 0.225 2.603
C 4.186 0.014 -0.082
C -0.088 -0.320 -0.526
H 1.291 -3.416 -4.688
H -5.023 2.598 -2.079
H 0.676 5.115 2.539
H -4.125 3.670 -0.945
H 1.084 -2.292 -1.700
H 4.413 -0.576 -0.970
H -5.353 2.621 -0.342
H 0.243 2.069 3.449
H 5.097 0.566 0.151
H -0.226 -4.224 -4.964
H -1.380 3.587 1.325
H -1.070 1.209 2.605
H 4.020 -0.661 0.758
H -1.035 -1.946 -1.039
H 2.794 1.442 -4.006
H 2.144 0.088 -3.126
H 4.942 1.429 -3.942
H 1.454 -2.358 0.999
H -1.227 -0.769 2.670
H -1.711 4.624 2.597
H 2.389 -3.155 -0.219
H -4.212 0.954 -0.616
H -0.121 -1.769 3.570
H 2.446 0.397 -0.743
H -4.953 -0.755 4.153
H 0.514 1.439 0.152
H -1.077 5.293 1.027
H -1.250 1.198 0.191
H 1.117 -4.116 0.408
H -1.852 -0.898 0.174
H -5.740 0.924 3.202
H 1.935 -2.862 -3.046
H 3.620 -3.317 1.478
H -3.570 -1.492 3.518
H 5.519 -0.166 -4.372
H -4.724 2.137 2.374
```

E_LUMO: -0.05 eV
ΔE to the lowest compared entry with this formula, charge and spin: 366.97 kJ/mol
Total energy: -1589.25259 a.u.
F_max: 11.2 eV/A
HOMO: -8.790 eV
Kohn-Sham gap: 0.32128 Ha